Entry 1:
Formula: C20H60O10S10
Source: the OMol25 dataset
Level of theory: ωB97M-V/def2-TZVPD

The geometry in XYZ format:
```
100
Properties=species:S:1:pos:R:3:forces:R:3
C 2.0590 -7.1377 3.3986 0.26 -1.37 -0.30
S 3.2166 -6.0081 4.1435 -1.14 1.13 1.68
O 2.3548 -5.4384 5.2893 1.65 -0.65 -1.37
C 4.4390 -7.2020 4.8942 -1.19 0.95 -0.49
H 1.2211 -6.6182 2.9338 0.24 0.26 0.27
H 1.7076 -7.8377 4.1567 -0.20 0.28 0.25
H 2.5345 -7.7734 2.6517 0.20 0.21 -0.27
H 3.9415 -7.4268 5.8376 0.20 -0.56 -0.09
H 5.3716 -6.6674 5.0744 -0.13 -0.04 -0.13
H 4.5518 -8.0030 4.1636 0.13 -0.20 0.43
C 3.3659 5.0818 -3.1228 -0.09 0.89 -0.71
S 4.5781 5.8114 -4.3203 -0.49 0.75 -1.97
O 3.8877 5.8460 -5.7291 1.02 0.21 3.27
C 4.8847 7.5761 -3.6475 0.12 -0.42 -0.15
H 2.4393 5.6468 -3.2245 -0.08 -0.14 -0.08
H 3.6632 5.0898 -2.0742 0.45 0.05 -0.20
H 3.2426 4.0657 -3.4975 -0.04 0.09 0.11
H 5.3252 8.2403 -4.3910 -0.37 -0.50 -0.75
H 5.7273 7.4995 -2.9602 -0.31 -0.46 0.47
H 4.0602 8.1303 -3.1988 -0.23 -0.49 0.03
C 0.5869 -7.3690 -3.9642 -0.98 0.34 -0.68
S 1.9904 -7.1261 -4.9613 3.19 1.42 0.69
O 2.6783 -5.8663 -4.3854 -1.00 -2.16 -0.91
C 2.8955 -8.6562 -4.3810 -0.72 0.18 -0.14
H 0.7511 -7.2238 -2.8965 0.10 -0.36 -0.14
H 0.1440 -8.2968 -4.3264 -0.19 -0.18 0.62
H -0.0266 -6.5640 -4.3687 -0.44 0.05 0.46
H 3.9411 -8.7797 -4.6628 -0.05 0.76 0.07
H 2.3926 -9.4947 -4.8627 -0.30 -0.01 0.03
H 2.7235 -8.7117 -3.3061 0.36 -0.04 0.00
C 2.9527 4.1890 3.1711 0.52 0.86 0.91
S 4.6384 3.7702 2.6215 1.30 1.46 -1.32
O 5.0645 4.7452 1.5258 -0.98 -1.15 1.25
C 5.6056 4.2534 4.1029 -0.50 -0.38 1.18
H 2.7776 3.8069 4.1768 0.04 -0.59 -0.09
H 2.1692 3.8724 2.4826 0.39 -0.03 -0.09
H 2.9487 5.2651 3.3446 -0.15 0.18 -0.51
H 6.6755 4.4195 3.9775 -0.13 -0.49 -0.92
H 5.4651 3.3947 4.7595 0.25 -0.20 0.14
H 5.3261 5.1030 4.7259 -0.78 0.34 -0.56
C 0.7562 -2.2884 -0.6148 0.53 -0.23 -1.13
S 1.1913 -0.5201 -0.2540 -0.62 0.44 -0.39
O 1.1311 0.3261 -1.5246 -0.24 -1.53 1.62
C -0.3423 -0.1292 0.7269 0.13 -1.00 0.01
H -0.1762 -2.4208 -1.1636 -0.31 0.30 0.44
H 0.9016 -3.0309 0.1699 -0.53 0.69 0.79
H 1.4907 -2.6979 -1.3083 0.39 0.69 -0.39
H -1.1722 -0.1271 0.0202 0.08 0.73 -0.01
H -0.2243 0.7167 1.4042 0.07 0.49 -0.83
H -0.6139 -0.9188 1.4275 0.48 -0.56 -0.12
C -0.2832 -1.9011 -6.7182 0.87 -0.10 -0.23
S 0.7535 -1.4450 -8.3036 -2.10 -1.10 0.15
O -0.0447 -1.8578 -9.5287 0.87 0.44 1.35
C 0.5920 0.3578 -8.1550 0.11 -1.23 -0.21
H 0.2335 -1.5506 -5.8247 0.27 0.55 -0.18
H -0.2575 -2.9772 -6.5466 0.00 -0.15 -0.72
H -1.3211 -1.5736 -6.6590 0.09 0.27 -0.62
H -0.3257 0.6125 -8.6852 -0.06 0.16 0.37
H 1.4579 0.7384 -8.6967 -0.08 0.34 0.37
H 0.5932 0.4812 -7.0721 0.06 0.83 -0.25
C -8.2327 -0.3902 1.2320 -0.24 0.05 0.79
S -6.8240 -1.2445 2.0430 -0.18 2.51 -0.63
O -5.6996 -0.2603 1.8304 -0.01 -1.06 0.25
C -7.3540 -0.9463 3.7524 0.25 -1.17 0.07
H -8.1621 0.6965 1.2783 0.95 0.02 -0.03
H -9.0669 -0.5387 1.9177 -0.53 -0.73 -0.71
H -8.3343 -0.6799 0.1861 -0.27 -0.26 0.31
H -8.3461 -1.3355 3.9815 -0.24 0.35 -0.34
H -7.1895 0.0929 4.0373 -0.03 -0.15 -0.11
H -6.7155 -1.6539 4.2813 0.36 0.48 0.41
C -3.8930 3.2900 3.6859 -0.41 -1.11 0.77
S -2.6437 4.5398 3.4805 -1.15 0.61 -1.18
O -2.5846 4.7417 1.9931 0.56 -0.22 0.53
C -3.6012 6.0311 4.0004 1.04 -0.07 0.67
H -4.8019 3.4244 3.0994 0.17 0.53 -0.05
H -4.1326 3.1634 4.7417 -0.15 0.35 0.18
H -3.5130 2.3044 3.4172 0.42 0.18 -0.33
H -4.6897 5.9759 3.9849 0.20 -0.15 -0.59
H -3.1115 6.7333 3.3258 -0.70 0.18 -0.27
H -3.3043 6.3815 4.9889 0.04 -0.36 0.26
C 2.2734 -0.2337 5.0344 1.17 0.42 0.37
S 1.1637 0.6318 6.2435 1.48 -0.24 -0.23
O 0.6383 -0.5041 7.0254 -0.54 0.04 0.40
C 2.5762 1.3310 7.2738 -0.31 -0.72 -0.20
H 1.8113 -0.6806 4.1541 -0.48 0.15 0.39
H 2.8212 -0.9824 5.6065 -0.61 -0.42 0.24
H 3.1227 0.3612 4.6985 -0.33 0.71 -0.26
H 3.0110 0.4524 7.7504 0.23 -0.18 -0.34
H 2.2692 1.9395 8.1244 -0.54 0.26 -0.45
H 3.2953 1.8523 6.6419 -0.07 0.00 0.06
C -5.6045 2.6049 -5.4537 0.13 1.18 -0.09
S -5.3155 2.3901 -3.6380 -0.54 -3.43 -2.12
O -6.4976 1.5516 -3.2273 0.54 0.96 0.51
C -3.9442 1.0458 -3.9395 -0.13 1.10 0.84
H -4.7658 3.1824 -5.8425 0.30 -0.29 -0.16
H -6.4564 3.2507 -5.6666 -0.22 0.10 0.68
H -5.8092 1.7134 -6.0465 0.45 -0.38 0.58
H -3.4241 0.9753 -2.9842 0.24 0.24 -0.08
H -3.2696 1.3582 -4.7367 0.00 0.11 0.15
H -4.3069 0.0338 -4.1197 -0.80 0.41 -0.28
```
Positions in Å, forces in eV/Å.

## Properties
Net charge: 0
HOMO energy in Eh: -0.3085
Spin multiplicity: 1

Entry 2:
Formula: C8H20N3O2
Source: the OMol25 dataset
Level of theory: ωB97M-V/def2-TZVPD

The geometry in XYZ format:
```
33
Properties=species:S:1:pos:R:3:forces:R:3
C 2.0095 2.8643 1.4768 0.34 -0.65 0.64
C -3.7547 -0.0812 0.4358 -0.26 1.84 1.70
C 0.5054 1.0317 -1.9863 -1.59 -0.68 2.17
C -2.6325 0.9145 0.2533 -0.95 0.87 0.10
C -1.4297 0.4380 -0.4771 0.02 3.19 -1.39
C -0.1271 1.2948 -0.5165 2.44 0.13 -0.99
C 0.8873 0.8923 0.7488 -3.03 2.79 -0.11
C 2.3365 -1.1366 -0.0027 -3.71 -1.25 -0.23
N 2.0630 1.7598 0.8535 0.12 -0.37 -1.28
N 3.3474 -0.4451 -0.5359 -0.28 -2.67 0.46
N 0.2023 -3.8514 0.4156 -1.38 -2.89 -2.89
O 2.1008 -2.3670 -0.1459 2.06 2.69 0.30
O 1.1213 -0.4921 0.6648 3.86 -1.20 -0.93
H 2.8967 3.5798 1.4745 -1.34 -1.04 -0.04
H 1.1474 3.0207 2.1561 0.31 0.60 -0.41
H -3.4863 -0.9010 1.0744 0.07 -0.52 0.31
H -4.1968 -0.4013 -0.4385 -0.85 -0.91 -2.03
H -4.4986 0.5744 0.9491 0.06 -1.09 -0.11
H 0.6918 0.0151 -2.3143 0.59 -0.49 0.72
H -0.3486 1.2177 -2.5830 -0.64 0.95 -1.03
H 1.2937 1.6841 -2.2046 1.20 0.84 -0.42
H -2.4184 1.1123 1.2910 0.59 0.94 0.34
H -3.1219 1.7878 -0.2373 0.78 -0.21 0.47
H -1.1616 -0.4253 -0.0401 1.07 -3.47 1.33
H -1.7381 0.2340 -1.5015 0.13 -0.14 -0.11
H -0.1720 2.4384 -0.5233 -0.63 -1.54 0.47
H 0.1564 1.1547 1.6400 1.48 -1.23 -1.07
H 3.3078 0.5077 -0.4203 0.02 2.85 0.54
H 4.2230 -0.8599 -0.8974 -1.25 -0.06 0.41
H -0.5982 -3.4981 0.9126 0.04 0.42 0.65
H -0.1980 -4.0955 -0.5798 1.07 0.47 2.28
H 0.5542 -4.7413 0.8126 -0.53 0.56 -0.05
H 1.0378 -3.2266 0.2452 0.19 1.26 0.23
```
Positions in Å, forces in eV/Å.

## Properties
Net charge: +1
HOMO energy in Eh: -0.4713
Spin multiplicity: 1

Entry 3:
Formula: C17H38Cl3N2O4PSc
Source: the OMol25 dataset
Level of theory: ωB97M-V/def2-TZVPD

The geometry in XYZ format:
```
66
Properties=species:S:1:pos:R:3:forces:R:3
Sc 0.4537 0.5698 -0.4261 -0.21 -0.01 -0.31
C -1.7953 -1.3430 -1.6887 -0.06 0.00 -0.01
N -0.3323 -1.2532 -1.8300 0.04 0.10 -0.02
C 0.2604 -2.5608 -1.5069 0.00 -0.06 -0.03
C 0.0383 -1.0004 -3.2402 -0.01 -0.08 -0.01
C -0.3508 0.3683 -3.7184 0.01 0.03 -0.02
N 0.3285 1.4179 -2.9492 -0.01 0.02 0.05
C 1.7246 1.5630 -3.3980 -0.01 -0.02 -0.02
C -0.3553 2.6846 -3.2669 0.07 -0.01 -0.05
H -2.2211 -2.0566 -2.4035 0.02 0.00 0.00
H -2.2621 -0.3700 -1.8422 0.02 0.00 0.00
H -2.0360 -1.6775 -0.6810 0.00 -0.01 -0.01
H -0.1499 -3.3368 -2.1638 0.00 0.01 0.00
H 0.0514 -2.8295 -0.4828 -0.01 0.00 0.05
H 1.3380 -2.5157 -1.6534 -0.01 0.00 0.02
H -0.4211 -1.7688 -3.8747 -0.04 0.03 -0.01
H 1.1177 -1.1334 -3.3150 0.00 0.03 0.01
H -1.4267 0.5209 -3.6261 -0.01 -0.01 0.04
H -0.1200 0.4638 -4.7875 0.03 -0.02 -0.01
H 1.7609 1.8822 -4.4467 0.00 0.02 0.01
H 2.2616 0.6240 -3.3022 0.00 0.00 0.00
H 2.2183 2.3114 -2.7799 0.02 0.01 0.00
H -0.3771 2.8372 -4.3526 -0.01 -0.01 0.00
H 0.1909 3.5213 -2.8377 -0.03 -0.04 0.00
H -1.3760 2.6721 -2.8918 0.01 0.00 0.00
C 3.7976 -0.7535 -1.1674 -0.03 -0.03 0.01
C 2.4619 -0.1932 -0.8176 0.01 0.05 0.02
O 2.3254 0.3356 0.3094 0.49 -0.05 0.23
H 4.6077 -0.2299 -0.6580 -0.02 0.03 -0.01
H 3.9613 -0.7796 -2.2431 0.01 0.02 -0.01
H 3.8037 -1.7925 -0.8181 -0.02 0.00 0.00
Cl -2.3380 4.6970 -0.9591 -0.04 0.02 -0.01
C -0.7119 4.4895 -0.3295 0.00 -0.03 0.03
Cl 0.4185 5.5365 -1.1810 0.02 0.04 -0.02
Cl -0.6790 4.9016 1.3998 -0.01 -0.02 0.02
C -0.2682 3.0066 -0.4288 0.13 -0.11 -0.03
O -1.1291 2.0932 -0.4446 -0.32 0.10 0.04
O 0.9565 2.7414 -0.4562 0.02 0.08 0.02
C -0.2623 2.0377 3.0873 0.11 -0.02 0.03
O 0.4597 1.5814 1.9333 -0.13 -0.12 -0.10
H -1.1912 2.5175 2.7913 -0.01 0.02 0.02
H 0.3448 2.7400 3.6552 -0.02 0.05 -0.02
H -0.4740 1.1822 3.7239 0.02 0.05 -0.01
H 1.2105 2.1627 1.7810 0.09 0.06 0.01
C -1.2749 -3.9114 2.9796 -0.03 0.02 0.05
C -0.8512 -3.1954 1.6973 -0.03 -0.01 -0.09
P -0.4248 -1.3903 1.8291 0.02 0.12 0.03
C -2.0004 -0.7341 2.5591 0.03 -0.11 0.25
C -2.7737 0.2561 1.7014 -0.05 0.10 -0.12
C 0.7668 -1.5387 3.2447 -0.14 -0.26 0.14
C 1.9057 -0.5540 3.4757 0.05 0.12 0.01
H -1.5365 -4.9455 2.7553 0.01 0.00 -0.02
H -2.1484 -3.4555 3.4439 0.00 0.01 0.00
H -0.4785 -3.9330 3.7215 0.02 0.01 -0.02
H -1.6415 -3.2976 0.9463 0.02 0.03 0.01
H 0.0275 -3.7014 1.2875 0.00 0.01 0.01
H -1.7688 -0.3039 3.5348 -0.02 0.01 -0.06
H -2.6370 -1.5915 2.7798 0.00 -0.03 -0.04
H -2.2008 1.1503 1.4624 0.00 -0.05 0.01
H -3.6839 0.5718 2.2126 0.01 0.00 0.02
H -3.0848 -0.1831 0.7523 0.01 -0.05 -0.01
H 1.2027 -2.5304 3.0964 0.04 0.01 -0.07
H 0.1632 -1.6393 4.1525 0.02 0.03 -0.01
H 2.4378 -0.3085 2.5600 -0.02 -0.04 0.00
H 2.6169 -1.0064 4.1680 -0.01 0.01 0.01
H 1.5699 0.3770 3.9274 0.00 -0.03 -0.02
```
Positions in Å, forces in eV/Å.

## Properties
Net charge: +1
HOMO energy in Eh: -0.4317
Spin multiplicity: 1

Entry 4:
Formula: C25H39BBaN5O3S2
Source: the OMol25 dataset
Level of theory: ωB97M-V/def2-TZVPD

The geometry in XYZ format:
```
76
Properties=species:S:1:pos:R:3:forces:R:3
Ba -0.0870 -0.0996 -1.2390 -1.21 -0.31 -0.19
C 2.2248 -3.9127 -3.5091 0.02 0.09 -0.10
C 1.4470 -3.1961 -2.4477 -0.18 -0.21 0.24
N 0.2046 -2.9179 -2.5140 -0.05 -0.29 -0.56
N -0.4211 -3.4030 -3.6803 0.34 0.55 0.22
C -0.6625 -2.4982 -4.5692 -0.12 -0.31 0.24
N -1.2103 -2.9580 -5.7668 -0.09 -0.07 -0.01
S -0.3672 -0.7939 -4.4807 0.05 0.35 0.03
C 2.1327 -2.8282 -1.1791 0.06 -0.03 0.13
C 1.6556 -3.3008 0.0449 0.02 0.16 -0.17
C 2.3249 -2.9364 1.2005 0.01 0.06 -0.08
C 3.4201 -2.0942 1.0985 0.04 0.06 -0.08
C 3.8139 -1.6708 -0.1645 0.00 -0.05 0.04
N 3.2061 -2.0410 -1.2884 0.15 -0.14 0.06
H 2.3808 -3.2563 -4.3678 0.00 0.01 -0.01
H 1.6396 -4.7621 -3.8628 0.01 -0.01 0.00
H 3.1923 -4.2399 -3.1337 0.02 0.02 0.01
H -1.6761 -3.8479 -5.6527 0.00 0.02 -0.04
H -1.7678 -2.2569 -6.2278 -0.01 -0.01 -0.01
H 0.7725 -3.9215 0.0627 -0.04 0.03 0.02
H 1.9832 -3.2847 2.1630 -0.07 0.00 0.09
H 3.9590 -1.7589 1.9755 -0.02 -0.01 -0.02
H 4.6595 -0.9997 -0.2788 0.00 -0.01 0.01
C -3.6843 -3.0667 2.9960 -0.03 0.06 0.02
C -3.0258 -1.7756 2.5183 -0.10 -0.01 0.11
C -4.0721 -0.6621 2.4983 0.03 0.03 -0.05
O -2.5921 -1.9738 1.1696 0.04 -0.14 0.00
B -1.2949 -1.4755 0.9567 -0.08 -0.12 0.47
O -0.7933 -1.0727 2.2217 -0.13 -0.11 -0.04
C -1.7128 -1.3926 3.2741 0.03 0.07 0.22
C -1.1062 -2.5466 4.0728 0.05 -0.01 -0.05
C -1.8218 -0.1661 4.1736 -0.03 -0.06 0.05
H -4.5697 -3.2574 2.3883 0.00 0.01 -0.02
H -3.9977 -2.9964 4.0408 -0.01 0.02 0.02
H -3.0163 -3.9181 2.8873 0.03 -0.01 0.00
H -4.8827 -0.9632 1.8334 0.00 -0.01 0.00
H -3.6500 0.2631 2.1062 0.01 0.00 -0.01
H -4.4902 -0.4684 3.4887 0.01 -0.01 0.03
H -0.9365 -3.4137 3.4331 -0.01 0.01 -0.01
H -1.7386 -2.8473 4.9105 -0.02 0.01 0.02
H -0.1399 -2.2270 4.4673 0.00 0.02 -0.01
H -2.1469 0.7074 3.6129 0.01 0.01 -0.02
H -0.8377 0.0527 4.5904 0.02 0.00 0.00
H -2.5147 -0.3315 5.0033 -0.02 -0.02 0.00
C 4.1152 1.5159 -3.3950 0.05 0.06 -0.04
S 2.5368 0.6656 -3.4705 0.09 0.02 0.52
C 1.5776 2.0308 -4.1202 0.06 0.05 -0.10
O 2.1268 0.5959 -2.0091 1.09 0.32 -0.90
H 4.4026 1.8406 -4.3945 0.02 -0.01 -0.01
H 4.8434 0.8038 -3.0131 -0.01 -0.03 0.01
H 4.0288 2.3622 -2.7149 -0.04 0.03 0.00
H 2.0000 2.3375 -5.0770 -0.01 0.02 0.00
H 1.5970 2.8374 -3.3880 0.03 0.02 0.01
H 0.5611 1.6798 -4.2775 -0.02 -0.05 0.02
C 1.2657 4.7581 1.9434 -0.01 0.00 -0.01
N 1.4185 3.3381 1.7069 0.03 -0.01 0.02
C 2.0947 3.0916 0.4501 0.01 0.00 -0.07
C 0.1504 2.6002 1.8306 -0.03 -0.04 0.05
C -0.9662 3.0275 0.8952 0.03 -0.02 0.00
C -1.8695 3.9854 1.3552 0.02 0.00 0.07
C -2.8929 4.4515 0.5416 -0.05 0.06 0.03
C -2.9993 3.9513 -0.7460 -0.02 0.01 -0.04
C -2.0954 2.9851 -1.1820 -0.01 0.02 -0.07
C -1.0497 2.4674 -0.3992 0.04 -0.06 -0.05
H 2.2516 5.2305 1.9536 0.00 0.00 0.00
H 0.7985 4.9214 2.9169 -0.01 0.00 0.01
H 0.6484 5.2649 1.1850 0.01 0.00 0.00
H 3.0687 3.5911 0.4646 0.00 -0.01 0.01
H 1.5293 3.4425 -0.4267 0.01 0.01 0.01
H 2.2634 2.0209 0.3184 0.00 0.01 0.01
H -0.1722 2.7033 2.8735 0.01 0.02 -0.01
H 0.3759 1.5410 1.6738 -0.01 0.01 0.01
H -1.7806 4.3666 2.3708 0.00 0.00 0.00
H -3.5998 5.1863 0.9118 0.01 0.00 0.00
H -3.7917 4.2997 -1.4021 0.00 0.00 0.01
H -2.2377 2.6163 -2.2012 -0.01 -0.03 0.00
```
Positions in Å, forces in eV/Å.

## Properties
Net charge: -1
HOMO energy in Eh: -0.1175
Spin multiplicity: 1

Going through the records in order, we get LUMO energy values of 0.0048, -0.1149, -0.0800, 0.0769 hartree.